A 7-piece molecular cluster, H13O6 overall at a distorted geometry, computed with ωB97M-V with the def2-TZVPD basis set.

Structure (XYZ):
```
19
Properties=species:S:1:pos:R:3:forces:R:3
O -0.1766 -1.0455 -2.0264 -1.2 0.9 0.3
H -0.8321 -0.9539 -2.7377 0.6 -0.6 -0.5
H -0.6662 -0.4862 -1.3925 0.7 -0.7 -0.2
O 2.8477 -0.9916 -0.0490 0.1 1.0 0.1
H 2.5047 -1.5244 0.6680 0.0 -0.7 -0.4
H 2.8011 -1.4365 -0.9035 -0.2 -0.3 0.4
O -0.4621 -1.5356 0.7660 0.0 -0.3 -0.3
H -0.5118 -1.9211 -0.1273 0.2 0.1 0.0
H -0.6607 -2.2971 1.3282 -0.1 0.4 0.4
O -0.6070 2.3921 -0.0844 0.8 -2.9 -0.9
H -0.9467 3.2857 0.0379 -0.5 -0.2 0.0
H -0.3995 1.8345 0.7043 0.7 1.5 0.7
O 0.8091 0.9319 1.4936 0.1 0.3 0.6
H 1.5954 0.4274 1.2466 0.0 -0.2 -0.6
H 1.1612 1.5908 2.1109 -0.2 -0.1 0.0
O -2.0209 0.2009 -0.1091 2.1 1.3 -0.5
H -0.8250 1.0367 -0.5400 -2.2 2.0 1.0
H -2.3431 0.6888 -0.8807 -0.3 -0.2 0.3
H -1.2672 -0.1970 0.4952 -0.6 -1.1 -0.4
```
Forces are in eV/Å.

Properties
Charge   +1
Energy   -458.836579 hartree
HOMO-LUMO gap   0.378 Eh
ΔE to the lowest compared entry with this formula, charge and spin   114.1 kcal/mol
LUMO   -4.59 eV